# 1
The following is a quantum chemistry calculation of a structure of composition C11H18ClGaHoO3S, from OMol25.

```
36
Properties=species:S:1:pos:R:3:forces:R:3:lowdin_charge:R:1
Ga 1.36032 -5.13441 -3.01321 -0.444 2.089 2.764 0.310
Cl 1.94302 -3.60257 -4.45854 -0.013 -0.207 -0.531 0.047
C -0.51289 -5.20808 -2.29172 -0.715 -1.008 -1.032 -0.229
C 2.72611 -5.28109 -1.55333 0.635 -0.935 0.034 -0.250
H -0.66021 -6.26753 -2.04710 -0.069 0.006 0.120 -0.024
H -0.91696 -4.63395 -1.43773 1.060 0.104 -0.359 0.000
H -1.18264 -5.04154 -3.13655 -0.237 0.097 -0.009 -0.025
H 2.46056 -6.15862 -0.95786 -0.137 -0.087 0.014 -0.017
H 2.95753 -4.50325 -0.79403 -0.606 -0.032 -0.994 0.002
H 3.64691 -5.56548 -2.05222 0.548 0.051 0.094 -0.037
Ho 1.25745 -0.65168 -0.44139 0.534 -1.541 0.883 1.295
C 2.48079 0.32005 1.29429 0.403 0.016 0.553 -0.355
C 0.34853 -2.40050 0.62200 0.936 -1.545 -1.474 -0.421
H 2.67838 -0.32049 2.17492 -0.170 0.215 -0.308 -0.047
H 3.46835 0.55382 0.86183 0.073 0.192 0.062 -0.070
H 2.05656 1.26933 1.65462 0.107 -0.052 -0.006 -0.058
H 1.21002 -3.18243 0.70244 -0.797 0.852 0.345 -0.155
H -0.41453 -2.99043 0.03094 0.159 0.480 0.669 -0.172
C -2.06370 5.23144 2.92622 -0.075 0.165 0.128 -0.065
C -1.71596 4.23471 1.85349 0.020 -0.047 0.059 -0.280
C -1.06027 4.66078 0.69063 -0.113 -0.330 -0.001 -0.042
C -0.75424 3.74333 -0.31158 -0.490 0.208 0.203 -0.047
C -1.16571 2.41853 -0.15733 0.795 0.005 0.026 -0.265
C -1.75725 1.97389 1.01632 -0.249 0.013 -0.071 -0.038
C -2.04978 2.88719 2.01767 0.083 0.533 -0.198 -0.031
S -0.70176 1.22821 -1.39788 0.996 -1.149 0.961 0.517
O -1.47468 1.44844 -2.57952 0.029 0.133 -0.092 -0.277
O 0.80563 1.33514 -1.55361 -1.797 0.582 -0.429 -0.475
O -0.88763 -0.10573 -0.70597 -0.741 1.789 -1.085 -0.490
H -1.16702 5.72229 3.33725 -0.265 -0.163 -0.147 0.082
H -2.71738 6.01664 2.51399 0.171 -0.198 0.222 0.081
H -2.58731 4.72704 3.74853 0.100 0.246 -0.160 0.072
H -0.81449 5.72044 0.57948 0.042 -0.361 -0.002 0.114
H -0.23324 4.06225 -1.20852 -0.053 -0.113 0.065 0.119
H -2.00274 0.92886 1.14814 0.090 -0.037 -0.123 0.119
H -2.55978 2.56540 2.92531 0.189 0.028 -0.182 0.113
```
Positions in Å, forces in eV/Å.

E_tot = -119371.7396 eV
Multiplicity = 5
Net charge = -1
Expectation value of S² = 6.1549
LUMO level (spin up / spin down) = 0.064 / 0.058 Ha

---

# 2
The following is a quantum chemistry calculation of a structure of composition C11H18ClIN2O2PPr, from OMol25.

```
37
Properties=species:S:1:pos:R:3:forces:R:3:lowdin_charge:R:1
C -1.01274 -2.54827 -1.29263 -1.877 0.366 -0.183 0.030
C 0.29510 -1.92826 -1.09021 4.275 -2.774 -0.620 -0.127
H -0.85373 -3.62523 -1.58042 0.246 0.876 0.307 0.166
H -1.56989 -2.00788 -2.11888 0.565 -0.491 0.947 0.116
H -1.65715 -2.48784 -0.35801 0.752 0.052 -0.960 0.143
O 1.44399 -2.12513 -1.01478 -4.088 1.613 -0.015 0.297
I 0.01886 3.51692 0.52722 -0.111 -0.778 -0.144 0.463
Pr -0.62793 0.65707 0.01091 -0.693 1.863 0.796 -0.137
P 0.08481 1.16488 -2.75874 0.230 -0.060 -0.641 0.728
C 1.78979 1.64335 -3.24190 -0.302 -0.294 0.282 -0.231
C -0.50044 -0.08139 -3.97540 0.105 0.291 0.348 -0.242
H -1.88158 2.54652 -2.42711 0.204 0.149 -0.441 0.038
H -1.17725 2.74962 -4.08845 0.011 0.120 0.324 0.074
H -0.42076 3.54612 -2.61409 -0.183 -0.362 -0.341 0.031
C -0.95373 2.66842 -3.01483 0.003 -0.401 0.456 -0.239
H -1.54947 -0.34152 -3.71905 0.525 0.252 -0.417 0.055
H -0.41387 0.39373 -4.96840 -0.204 -0.641 0.218 0.072
H 1.74285 2.00211 -4.28670 0.330 -0.131 0.492 0.077
H 2.44149 0.75491 -3.12818 -0.194 0.540 -0.327 0.055
H 0.13514 -0.98547 -3.87682 -0.292 0.500 -0.400 0.051
H 2.13458 2.43223 -2.54451 -0.157 -0.305 -0.531 0.061
C 2.34242 0.60097 -0.21478 4.238 0.337 0.798 -0.001
O 3.48667 0.68050 -0.08147 -4.301 -0.255 -0.587 0.151
Cl -3.14656 0.26855 -0.63768 0.941 -0.140 0.129 0.050
N -0.02590 -1.15155 6.03033 0.003 0.051 -0.362 0.166
C -0.02526 -0.87194 4.70605 0.127 -0.378 1.422 -0.255
C 0.91775 -1.54406 3.86466 0.067 0.140 -0.898 0.036
C 0.90737 -1.23014 2.52214 -1.052 0.519 1.291 -0.094
N 0.00262 -0.32836 2.06620 -0.143 0.252 -1.354 -0.177
C -0.89637 0.32848 2.84140 0.831 -1.094 1.279 -0.154
C -0.95472 0.08159 4.20424 -0.014 0.284 -1.063 0.049
H 0.63498 -1.82528 6.41832 -0.484 0.468 -0.117 0.136
H -0.67966 -0.68062 6.65582 0.468 -0.372 -0.271 0.137
H 1.63316 -2.28663 4.24013 -0.441 0.448 0.055 0.136
H 1.55993 -1.65122 1.76190 0.080 -0.093 0.403 0.113
H -1.54595 1.05999 2.33525 0.006 -0.158 0.448 0.083
H -1.67854 0.60483 4.84847 0.526 -0.393 -0.324 0.144
```
Positions in Å, forces in eV/Å.

E_tot = -62740.2801 eV
Multiplicity = 3
Relative energy (zero: lowest compared OMol25 entry of this formula, charge and spin) = 74.9 kJ/mol
Net charge = +2
Expectation value of S² = 2.0729
LUMO level (spin up / spin down) = -0.392 / -0.371 Ha

---

# 3
The following is a quantum chemistry calculation of a structure of composition C11H18ClIN2O2PSm, from OMol25.

```
37
Properties=species:S:1:pos:R:3:forces:R:3:lowdin_charge:R:1
C 0.58110 -1.18459 -1.39907 -0.019 1.048 -0.925 -0.148
I 1.50937 -1.18789 1.81717 -0.431 -0.155 0.127 0.972
H 1.09260 -0.16299 -1.51529 -0.199 -1.724 0.356 -0.019
H -0.49681 -1.04329 -1.58386 0.240 -0.544 -0.037 0.107
H 1.04284 -1.74930 -2.22381 -0.395 0.142 0.043 0.134
Sm 0.50601 1.27682 0.17218 1.569 1.201 -0.118 1.189
P 3.39079 0.04674 -0.61079 1.301 0.381 -0.258 0.635
C 4.06322 -1.65330 -0.44263 -0.547 -0.205 0.381 -0.284
C 4.03437 0.34313 -2.29260 -0.425 0.386 -0.064 -0.252
H 4.28135 2.01990 0.42515 0.290 -0.079 0.064 0.047
H 5.58849 0.89369 -0.06223 -0.250 0.030 0.241 0.067
H 4.63016 0.58521 1.42646 0.017 0.081 -0.175 0.052
C 4.59515 0.96953 0.40106 -0.209 0.317 0.102 -0.262
H 3.64970 1.29709 -2.65754 0.217 -0.023 -0.188 0.051
H 5.12715 0.36579 -2.24865 -0.181 -0.011 -0.134 0.064
H 5.12830 -1.63612 -0.70103 -0.243 0.044 -0.021 0.075
H 3.53443 -2.33178 -1.11903 0.179 -0.051 0.028 0.053
H 3.71023 -0.45767 -2.96206 0.050 0.118 -0.015 0.056
H 3.94632 -2.02247 0.58027 0.211 -0.031 -0.241 0.003
C 0.75779 -2.04747 -0.18090 -1.024 -2.914 0.823 -0.666
O 0.43605 -3.19881 -0.09098 0.967 3.105 -0.400 0.107
Cl 0.97406 3.59103 -0.72291 -0.271 -1.058 0.378 -0.151
N -6.64324 1.17774 1.11350 1.006 -0.628 0.375 0.196
C -5.77609 0.28871 1.70288 -2.225 -0.117 0.544 -0.449
O -6.14041 -0.49200 2.58060 1.134 0.988 -1.269 0.101
C -4.35737 0.31627 1.21046 1.210 -0.449 0.137 -0.058
C -3.86260 1.15012 0.20039 0.145 0.377 -0.312 0.037
C -2.49709 1.21693 -0.05074 0.311 -0.983 0.944 -0.108
N -1.59316 0.43304 0.64145 -1.762 -0.337 -0.247 -0.199
C -2.09485 -0.49512 1.51305 -0.021 0.425 -0.316 -0.094
C -3.44677 -0.55689 1.82854 0.373 0.086 -0.080 0.064
H -7.57313 1.20228 1.50038 -0.088 0.061 -0.091 0.132
H -6.36931 1.87557 0.43894 -0.193 -0.150 0.243 0.098
H -4.52843 1.76973 -0.39994 0.275 -0.105 0.179 0.131
H -2.06500 1.87418 -0.81616 -0.344 0.058 0.183 0.108
H -1.36929 -1.19383 1.95141 -0.455 0.496 -0.075 0.063
H -3.76591 -1.27998 2.57633 -0.211 0.221 -0.183 0.147
```
Positions in Å, forces in eV/Å.

E_tot = -66575.9392 eV
Multiplicity = 6
Net charge = +2
Expectation value of S² = 8.7642
LUMO level (spin up / spin down) = -0.334 / -0.285 Ha

---

# 4
The following is a quantum chemistry calculation of an isolated molecule of C11H18N2O2, from OMol25.

```
33
Properties=species:S:1:pos:R:3:forces:R:3:lowdin_charge:R:1
C 2.00305 0.08189 0.49332 -0.482 -0.036 -0.894 -0.066
C 0.75328 0.29509 -0.44226 0.671 -1.151 1.667 -0.329
C 1.13441 -0.04522 -1.89536 -0.477 1.345 -0.337 -0.157
C 2.03412 1.07160 -2.51180 -1.565 0.337 -0.511 -0.188
N 3.42466 0.93819 -2.12297 -0.299 1.330 0.819 0.100
C 4.08008 0.13002 -2.69062 3.286 -5.032 -2.731 -0.295
O 4.69775 -0.76709 -3.25108 -1.990 3.627 2.166 0.108
C -0.33012 -0.66255 0.21230 -0.846 -0.211 -1.139 -0.131
C -1.50840 0.02982 0.91887 0.390 2.305 0.691 -0.462
C -1.15096 0.90866 2.18000 1.543 -1.119 -0.435 -0.052
C -2.14967 1.11782 -0.13591 -0.706 -2.134 0.183 -0.029
C -2.55765 -0.95626 1.46925 -0.417 1.284 -0.330 -0.139
N -2.24141 -1.61299 2.77790 -0.755 4.492 -0.327 0.140
C -1.91955 -2.71983 2.62526 1.707 -9.149 -1.371 -0.328
O -1.68934 -3.89757 2.39974 -0.475 4.095 1.160 0.111
H 2.79469 0.71698 0.13078 0.444 0.297 0.493 0.050
H 2.36176 -0.95627 0.41803 -0.182 0.195 -0.311 0.087
H 1.77866 0.19185 1.55132 -0.060 0.537 0.016 0.070
H 0.43161 1.37934 -0.45932 0.309 -1.263 0.350 0.124
H 1.53644 -1.03980 -2.08204 0.175 -0.057 0.340 0.122
H 0.20275 0.02053 -2.45123 -0.232 -0.150 -0.327 0.107
H 2.05305 1.07069 -3.62128 -0.552 -0.230 0.528 0.123
H 1.56639 2.05800 -2.23740 0.940 -0.794 0.046 0.126
H -0.85097 -1.28738 -0.54732 0.459 0.380 -0.121 0.120
H 0.15127 -1.43262 0.83816 -0.015 0.540 0.091 0.117
H -0.32418 1.59160 1.96411 -0.186 0.103 -0.118 0.075
H -0.84466 0.34923 3.11652 -0.638 0.448 -1.226 0.096
H -2.05023 1.45625 2.29660 -0.681 0.810 0.898 0.058
H -2.58501 0.62947 -1.03006 0.709 -0.211 0.138 0.083
H -3.05793 1.57304 0.23579 -0.007 0.351 0.783 0.064
H -1.48404 1.90424 -0.48803 0.156 -0.222 0.367 0.065
H -3.50430 -0.44786 1.60965 -0.079 0.332 0.187 0.121
H -2.75556 -1.68887 0.72909 -0.144 -1.050 -0.744 0.110
```
Positions in Å, forces in eV/Å.

E_tot = -18772.6260 eV
Relative energy (zero: lowest compared OMol25 entry of this formula, charge and spin) = 350.9 kJ/mol
Net charge = 0
SMILES = C[C@@H](CCN=C=O)CC(C)(C)CN=C=O
LUMO level = 0.021 Ha

---

- What is the formula in the second record?
  C11H18ClIN2O2PPr